1.
{"formula": "C2HNO2", "method": "ωB97M-V/def2-TZVPD", "species": ["C", "C", "N", "O", "O", "H"], "positions_angstrom": [[1.571, 0.051, -0.069], [0.383, 0.106, 0.039], [-1.177, 0.039, -0.042], [-1.576, -1.084, -0.017], [-1.786, 1.048, -0.021], [2.585, -0.161, 0.110]], "mulliken_charge": [-0.18, -0.19, 0.89, -0.46, -0.46, 0.40], "smiles": "C#C[N+](=O)[O-]", "relative_energy_kcal_mol": 139.3, "fmax_ev_per_a": 4.0}



2.
{"formula": "C2HNO2S", "method": "ωB97M-V/def2-TZVPD", "species": ["S", "C", "O", "C", "N", "O", "H"], "positions_angstrom": [[2.616, 0.134, -0.044], [1.006, 0.117, 0.142], [0.178, -0.898, 0.141], [-1.072, -0.416, -0.063], [-1.081, 0.865, -0.067], [0.242, 1.289, 0.116], [-1.889, -1.092, -0.224]], "mulliken_charge": [-0.31, 0.41, -0.23, 0.10, -0.26, -0.10, 0.38], "smiles": "S=c1ocno1", "relative_energy_kcal_mol": 59.5, "fmax_ev_per_a": 3.0}



3.
{"formula": "C2HNO2S", "method": "ωB97M-V/def2-TZVPD", "species": ["C", "C", "N", "O", "O", "S", "H"], "positions_angstrom": [[0.264, 0.154, -0.031], [3.028, 0.309, -0.001], [0.890, 1.177, -0.061], [3.877, 1.097, 0.004], [2.707, -0.884, 0.042], [1.138, -1.541, -0.032], [-0.791, -0.089, 0.005]], "mulliken_charge": [0.06, 0.59, -0.55, -0.28, -0.21, 0.09, 0.31], "relative_energy_kcal_mol": 91.0, "fmax_ev_per_a": 3.5}



4.
{"formula": "C2HNO3", "method": "ωB97M-V/def2-TZVPD", "species": ["O", "C", "O", "C", "N", "O", "H"], "positions_angstrom": [[-1.767, -0.061, -1.517], [-0.863, -0.042, -0.741], [-0.146, 0.983, -0.181], [0.819, 0.345, 0.686], [0.713, -0.920, 0.665], [-0.311, -1.220, -0.201], [1.554, 0.914, 1.290]], "mulliken_charge": [-0.46, 0.66, -0.28, 0.04, -0.19, -0.14, 0.36], "smiles": "O=c1ocno1", "relative_energy_kcal_mol": 32.0, "fmax_ev_per_a": 1.6}



5.
{"formula": "C2HNO4", "method": "ωB97M-V/def2-TZVPD", "species": ["O", "C", "N", "O", "H", "O", "C", "O"], "positions_angstrom": [[-0.229, 0.716, 0.979], [0.838, 0.328, 0.672], [1.408, -0.740, 0.212], [2.174, -1.644, 0.320], [1.822, 1.015, 0.415], [-2.706, 0.151, 0.720], [-2.549, -0.940, 0.354], [-2.294, -1.976, -0.032]], "mulliken_charge": [-0.43, 0.23, 0.37, -0.36, 0.19, -0.37, 0.73, -0.35], "smiles": "O=CN=O.O=C=O", "relative_energy_kcal_mol": 69.6, "fmax_ev_per_a": 4.5}



6.
{"formula": "C2HNOS", "method": "ωB97M-V/def2-TZVPD", "species": ["O", "C", "S", "C", "N", "H"], "positions_angstrom": [[-2.314, 0.248, -0.543], [-1.359, 0.871, -0.017], [-0.366, 1.654, 0.791], [1.346, -0.921, -0.111], [2.435, -0.807, 0.303], [0.258, -1.044, -0.423]], "mulliken_charge": [-0.45, 0.72, -0.26, 0.12, -0.35, 0.23], "smiles": "O=C=S.C#N", "relative_energy_kcal_mol": 17.6, "fmax_ev_per_a": 9.7}



7.
{"formula": "C2HO2S2", "method": "ωB97M-V/def2-TZVPD", "species": ["O", "C", "C", "S", "S", "O", "H"], "positions_angstrom": [[-2.605, -0.918, 0.948], [-1.821, -0.400, 0.222], [-0.858, 0.520, -0.107], [0.667, 1.024, -0.260], [2.634, -0.418, 0.323], [-1.614, -0.387, -1.079], [3.596, 0.579, -0.047]], "mulliken_charge": [-0.58, 0.96, -0.29, -0.18, -0.57, -0.38, 0.04], "smiles": "[O-]C1=C(SS)O1", "relative_energy_kcal_mol": 50.9, "total_charge": -1, "fmax_ev_per_a": 3.1}



8.
{"formula": "C2HO3Rb", "method": "ωB97M-V/def2-TZVPD", "species": ["O", "O", "O", "C", "C", "H", "Rb"], "positions_angstrom": [[0.132, 0.717, -0.080], [-1.298, -0.747, -0.127], [0.914, -1.417, -0.123], [-1.492, 0.729, -0.233], [0.018, -0.588, -0.039], [-1.738, 1.026, 0.807], [3.465, 0.280, -0.206]], "mulliken_charge": [-0.35, -0.26, -0.72, -0.52, 0.79, 0.09, 0.97], "energy_ev": -8885.3087, "fmax_ev_per_a": 1.4}



9.
{"formula": "C2HO4", "method": "ωB97M-V/def2-TZVPD", "species": ["C", "C", "O", "O", "O", "O", "H"], "positions_angstrom": [[1.221, 0.009, 0.060], [-1.530, -0.113, -0.111], [-1.840, -0.353, 0.986], [0.960, 1.185, 0.331], [-1.671, 0.210, -1.179], [0.483, -0.868, -0.416], [2.378, -0.070, 0.329]], "mulliken_charge": [0.02, 0.79, -0.49, -0.61, -0.38, -0.65, 0.32], "relative_energy_kcal_mol": 7.7, "total_charge": -1, "fmax_ev_per_a": 5.1}



10.
{"formula": "C2HO4S", "method": "ωB97M-V/def2-TZVPD", "species": ["C", "C", "O", "O", "O", "O", "S", "H"], "positions_angstrom": [[-3.567, -0.262, -0.211], [-2.927, 0.881, 0.272], [-4.273, -0.728, -1.056], [-3.113, -0.437, 1.024], [-0.524, -0.060, 0.871], [-0.383, 0.087, -1.720], [-0.988, 0.846, -0.161], [-0.473, -0.822, -1.583]], "mulliken_charge": [0.82, -0.58, -0.60, -0.32, -0.53, -0.56, 0.50, 0.28], "relative_energy_kcal_mol": 87.0, "total_charge": -1, "fmax_ev_per_a": 3.2}



11.
{"formula": "C2HO5", "method": "ωB97M-V/def2-TZVPD", "species": ["C", "C", "O", "O", "O", "O", "O", "H"], "positions_angstrom": [[1.377, 1.585, -0.057], [1.371, -0.637, -0.055], [2.480, 2.008, -0.041], [0.202, 1.784, -0.080], [2.154, -1.565, -0.742], [2.186, -1.503, 0.682], [-0.002, -0.929, -0.005], [-0.426, -0.055, -0.019]], "mulliken_charge": [0.69, 0.09, -0.47, -0.58, -0.31, -0.31, -0.53, 0.41], "relative_energy_kcal_mol": 40.1, "total_charge": -1, "fmax_ev_per_a": 2.6}



12.
{"formula": "C2I2N2O2", "method": "ωB97M-V/def2-TZVPD", "species": ["O", "N", "C", "C", "N", "O", "I", "I"], "positions_angstrom": [[-1.712, 2.702, 1.171], [-1.327, 1.623, 1.068], [-0.871, 0.577, 1.309], [-0.146, -0.548, 1.024], [0.259, -1.641, 0.989], [0.812, -2.656, 0.788], [0.291, 0.186, -3.733], [2.692, -0.243, -2.615]], "mulliken_charge": [-0.61, 0.62, -0.29, 0.34, 0.58, -0.64, 0.00, 0.00], "smiles": "O=NC#CN=O.II", "relative_energy_kcal_mol": 17.2, "fmax_ev_per_a": 3.9}



13.
{"formula": "C2N2O3", "method": "ωB97M-V/def2-TZVPD", "species": ["N", "C", "O", "C", "O", "N", "O"], "positions_angstrom": [[-2.519, 0.132, -0.285], [-1.504, -0.203, 0.160], [-0.395, -0.676, 0.569], [0.751, 0.374, 0.402], [0.710, 1.353, 0.987], [1.158, -0.112, -0.764], [2.088, -0.737, -1.181]], "mulliken_charge": [-0.40, 0.53, -0.41, 0.55, -0.28, 0.29, -0.28], "smiles": "N#COC(=O)N=O", "relative_energy_kcal_mol": 48.8, "fmax_ev_per_a": 4.6}



14.
{"formula": "C2N2O3S", "method": "ωB97M-V/def2-TZVPD", "species": ["O", "C", "N", "N", "O", "C", "S", "O"], "positions_angstrom": [[-1.954, -1.377, 0.264], [-1.077, -0.646, -0.042], [-1.356, 0.761, -0.395], [-0.537, 1.614, -0.132], [0.749, 1.148, 0.483], [1.193, -0.064, 0.075], [2.752, -0.421, -0.081], [0.229, -1.015, -0.172]], "mulliken_charge": [-0.38, 0.62, -0.08, 0.07, -0.17, 0.41, -0.26, -0.21], "smiles": "O=c1nnoc(=S)o1", "relative_energy_kcal_mol": 12.8, "fmax_ev_per_a": 1.0}



15.
{"formula": "C2N2O4", "method": "ωB97M-V/def2-TZVPD", "species": ["O", "C", "N", "N", "O", "C", "O", "O"], "positions_angstrom": [[-1.757, -0.769, -1.465], [-0.878, -0.415, -0.654], [-0.617, -1.448, 0.348], [0.437, -1.385, 1.005], [1.265, -0.074, 0.779], [0.742, 1.005, 0.247], [0.973, 2.188, 0.500], [-0.221, 0.691, -0.693]], "mulliken_charge": [-0.47, 0.67, -0.05, 0.13, -0.27, 0.66, -0.46, -0.21], "smiles": "O=c1nnoc(=O)o1", "relative_energy_kcal_mol": 14.0, "fmax_ev_per_a": 7.0}



16.
{"formula": "C2N2S", "method": "ωB97M-V/def2-TZVPD", "species": ["C", "C", "N", "N", "S"], "positions_angstrom": [[1.020, 0.198, 0.007], [-1.058, -1.085, -0.009], [2.115, 0.566, -0.009], [-0.201, -0.130, 0.013], [-1.877, 0.451, -0.002]], "mulliken_charge": [0.44, -0.18, -0.34, 0.14, -0.06], "relative_energy_kcal_mol": 79.5, "fmax_ev_per_a": 3.8}



17.
{"formula": "C2N3O3", "method": "ωB97M-V/def2-TZVPD", "species": ["C", "C", "N", "N", "N", "O", "O", "O"], "positions_angstrom": [[0.609, -0.371, -0.635], [-1.985, 0.137, -0.102], [1.850, -0.652, -0.698], [2.007, 0.392, 1.438], [-0.392, 0.265, -0.593], [-1.973, -0.420, 0.973], [-2.710, 0.609, -0.859], [2.594, 0.040, 0.476]], "mulliken_charge": [0.46, 0.58, -0.51, -0.10, -0.26, -0.60, -0.52, -0.05], "relative_energy_kcal_mol": 87.8, "total_charge": -1, "fmax_ev_per_a": 5.2}



18.
{"formula": "C2N3O5S", "method": "ωB97M-V/def2-TZVPD", "species": ["N", "C", "O", "N", "S", "N", "O", "O", "C", "O", "O"], "positions_angstrom": [[0.800, -2.076, -2.831], [0.738, -1.002, -2.416], [0.749, 0.134, -1.802], [0.361, 0.284, -0.456], [-1.205, -0.396, 0.078], [-1.907, 0.682, 1.168], [-1.458, 1.719, 1.553], [-2.979, 0.228, 1.569], [1.457, 0.134, 0.837], [2.523, 0.557, 0.480], [0.920, -0.264, 1.820]], "mulliken_charge": [-0.45, 0.56, -0.28, -0.11, 0.00, 0.94, -0.54, -0.63, 0.68, -0.62, -0.55], "smiles": "N#CON(S[N+](=O)[O-])C(=O)[O-]", "relative_energy_kcal_mol": 22.6, "total_charge": -1, "fmax_ev_per_a": 3.8}



19.
{"formula": "C2NO4P", "method": "ωB97M-V/def2-TZVPD", "species": ["C", "C", "N", "O", "O", "O", "O", "P"], "positions_angstrom": [[-1.402, 0.949, -0.058], [-0.568, -0.764, 0.070], [-1.875, -0.224, -0.111], [2.784, -0.512, -0.154], [-0.700, 1.868, -0.092], [0.153, -0.755, -0.954], [0.026, -0.750, 1.202], [1.581, 0.188, 0.097]], "mulliken_charge": [0.64, 0.98, -0.48, -0.43, -0.31, -0.44, -0.52, 0.57], "relative_energy_kcal_mol": 40.1, "fmax_ev_per_a": 2.7}



20.
{"formula": "C2O2S", "method": "ωB97M-V/def2-TZVPD", "species": ["O", "S", "O", "C", "C"], "positions_angstrom": [[1.284, 1.238, 0.064], [0.591, 0.001, -0.043], [1.304, -1.223, 0.083], [-1.251, 0.012, 0.808], [-0.913, -0.023, -0.903]], "mulliken_charge": [-0.39, 0.84, -0.39, -0.01, -0.05], "smiles": "O=S1(=O)C#C1", "relative_energy_kcal_mol": 226.3, "fmax_ev_per_a": 9.3}